# C27H72BBr3N21O11

A cluster of 9 separate species, C27H72BBr3N21O11 in total in a non-equilibrium geometry (wB97M-V/def2-TZVPD, OMol25).

Values from the calculation:
HOMO: -4.353 eV
Largest force on an atom: 0.0473 Eh/bohr

Geometry as ORCA input:
```
! RIJCOSX wB97M-V def2-TZVPD def2/J DEFGRID3
* xyz -1 1
C 1.56 -0.93 6.66
O 1.32 0.47 6.55
C 1.50 0.85 5.18
C 1.65 2.36 5.04
C 1.78 2.71 3.54
C 3.18 2.39 2.96
C 3.12 2.13 1.44
C 3.75 0.80 0.99
C 3.21 -0.45 1.72
C 2.15 -1.25 0.91
C 0.72 -0.83 1.36
B -0.46 -1.00 0.24
C -0.28 0.03 -1.01
C -0.91 1.43 -0.82
N -1.55 1.81 -2.10
O -1.76 -0.98 1.00
C -2.36 -2.24 1.06
N -2.61 -2.64 2.43
C -3.65 -2.10 0.19
C -4.54 -0.86 0.55
N -4.56 -0.57 1.97
N -5.95 -1.23 0.19
N -4.19 0.31 -0.27
C -1.22 -3.22 0.31
Br -0.07 -4.12 1.74
C -1.81 -4.42 -0.39
Br -3.19 -5.40 0.58
C -1.43 -4.88 -1.59
C -0.34 -4.20 -2.37
Br -2.23 -6.44 -2.39
O -0.58 -2.35 -0.45
H 1.00 -1.43 5.85
H 2.63 -1.11 6.55
H 1.23 -1.29 7.64
H 2.42 0.38 4.81
H 0.65 0.48 4.60
H 2.49 2.75 5.63
H 0.74 2.85 5.41
H 1.53 3.76 3.43
H 1.01 2.13 3.01
H 3.68 1.60 3.52
H 3.77 3.31 3.12
H 2.08 2.21 1.10
H 3.66 2.94 0.93
H 3.55 0.68 -0.08
H 4.83 0.87 1.16
H 2.79 -0.17 2.69
H 4.06 -1.11 1.96
H 2.27 -2.31 1.16
H 2.32 -1.07 -0.16
H 0.46 -1.36 2.28
H 0.77 0.24 1.60
H -0.76 -0.42 -1.89
H 0.79 0.11 -1.26
H -0.07 2.13 -0.69
H -1.60 1.47 0.01
H -0.90 1.59 -2.84
H -1.76 2.80 -2.11
H -2.51 -1.85 3.05
H -3.56 -2.98 2.47
H -3.30 -1.97 -0.84
H -4.29 -2.97 0.28
H -5.47 -0.20 2.22
H -3.83 0.10 2.16
H -5.93 -1.86 -0.60
H -6.40 -1.67 0.98
H -4.76 0.31 -1.11
H -4.47 1.11 0.28
H -0.80 -3.41 -2.97
H 0.41 -3.73 -1.74
H 0.16 -4.88 -3.07
C 0.49 3.25 -5.15
O -0.24 2.33 -4.83
N 0.20 4.10 -6.19
N 1.66 3.51 -4.50
H 0.78 4.87 -6.45
H -0.66 3.94 -6.68
H 1.91 2.90 -3.73
H 2.28 4.26 -4.75
C -1.02 -1.30 10.68
O -1.75 -2.09 11.26
N -1.37 -0.69 9.51
N 0.21 -0.96 11.16
H -0.78 -0.04 9.02
H -2.27 -0.91 9.12
H 0.51 -1.39 12.01
H 0.83 -0.32 10.70
C 3.16 -0.31 -3.51
O 3.09 0.55 -2.63
N 2.56 -0.15 -4.73
N 3.83 -1.48 -3.34
H 2.61 -0.83 -5.46
H 2.05 0.70 -4.88
H 4.27 -1.63 -2.45
H 3.89 -2.19 -4.05
C 1.09 7.42 -3.73
O 1.60 7.12 -4.80
N 1.00 6.54 -2.70
N 0.56 8.66 -3.49
H 0.58 6.75 -1.81
H 1.38 5.62 -2.85
H 0.61 9.33 -4.24
H 0.13 8.93 -2.63
C -1.53 -10.60 -3.69
O -0.75 -10.33 -2.80
N -2.36 -9.67 -4.26
N -1.65 -11.86 -4.20
H -3.00 -9.88 -5.00
H -2.32 -8.72 -3.92
H -1.06 -12.57 -3.81
H -2.28 -12.11 -4.94
C 5.06 -4.20 -6.16
O 4.37 -3.64 -5.33
N 5.37 -5.53 -6.08
N 5.59 -3.55 -7.24
H 5.93 -6.02 -6.75
H 4.99 -6.04 -5.30
H 5.39 -2.57 -7.32
H 6.16 -3.99 -7.93
C -5.78 2.68 -2.65
O -6.18 1.54 -2.45
N -4.46 2.98 -2.77
N -6.65 3.74 -2.77
H -4.13 3.91 -2.94
H -3.79 2.23 -2.69
H -7.63 3.55 -2.69
H -6.35 4.68 -2.94
C 0.42 6.66 3.31
O 0.00 5.78 2.59
N -0.41 7.58 3.90
N 1.75 6.80 3.61
H -0.09 8.32 4.50
H -1.39 7.50 3.70
H 2.38 6.14 3.20
H 2.11 7.52 4.20
*
```

# CH26O16Y

A structure of composition CH26O16Y in a non-equilibrium geometry (wB97M-V/def2-TZVPD, OMol25).

Values from the calculation:
HOMO: -12.120 eV
Largest force on an atom: 0.1121 Eh/bohr
ΔE to the lowest compared entry with this formula, charge and spin: 53.7 kJ/mol

Geometry as ORCA input:
```
! RIJCOSX wB97M-V def2-TZVPD def2/J DEFGRID3
* xyz 1 1
Y 1.55 -1.61 0.42
C -0.38 0.11 -0.37
O 0.93 0.25 -0.57
O -1.06 1.12 0.08
O -0.65 -1.08 -0.03
O 0.29 -2.01 2.45
H -0.54 -2.39 2.62
H 0.77 -1.83 3.29
O 1.10 2.88 -0.26
H 0.32 3.44 -0.32
H 0.95 1.91 -0.36
O -3.30 0.60 -1.50
H -3.18 1.01 -2.40
H -2.49 0.61 -0.98
O 2.01 0.22 1.86
H 1.45 0.88 2.25
H 2.88 0.66 2.03
O -2.04 -2.80 -1.53
H -1.48 -2.15 -1.12
H -1.42 -3.11 -2.25
O -2.11 -0.34 2.07
H -1.64 -0.39 1.25
H -2.39 0.60 2.09
O 0.07 1.93 2.50
H -0.42 1.52 3.26
H -0.31 1.73 1.66
O -2.77 2.53 1.38
H -2.32 3.20 1.89
H -2.12 2.14 0.86
O 0.59 -3.73 0.33
H 0.19 -4.27 1.03
H 0.75 -4.37 -0.37
O -1.70 2.99 -1.86
H -1.27 2.80 -2.67
H -1.33 2.31 -1.33
O 1.76 0.89 -2.88
H 1.50 0.52 -2.03
H 2.58 1.31 -2.62
O 1.17 -2.11 -1.85
H 1.71 -2.76 -2.38
H 0.50 -1.60 -2.36
O 3.54 -0.59 -0.31
H 4.33 -0.36 0.22
H 3.95 -0.66 -1.17
*
```

# C4H3LiMnO

A structure of composition C4H3LiMnO in a non-equilibrium geometry (wB97M-V/def2-TZVPD, OMol25).

Values from the calculation:
Expectation value of S²: 9.2241
HOMO (alpha / beta): -5.928 / -5.879 eV
Largest force on an atom: 0.1652 Eh/bohr

Geometry as ORCA input:
```
! RIJCOSX wB97M-V def2-TZVPD def2/J DEFGRID3
* xyz 0 6
C 1.33 -1.80 0.37
C 2.26 -0.79 0.36
H 1.73 -2.84 0.24
H 3.33 -1.02 0.43
Mn -3.31 1.40 -0.09
C -1.66 0.15 0.31
C -0.76 0.90 -0.18
O -0.06 1.74 -0.69
H -1.62 -0.82 0.80
Li -1.25 3.08 -1.55
*
```

# C31H49BrN2OP2Sn

A structure of composition C31H49BrN2OP2Sn in a non-equilibrium geometry (wB97M-V/def2-TZVPD, OMol25).

Values from the calculation:
HOMO (alpha / beta): -18.211 / -18.211 eV
Largest force on an atom: 0.0553 Eh/bohr
ΔE to the lowest compared entry with this formula, charge and spin: 7.5 kJ/mol

Geometry as ORCA input:
```
! RIJCOSX wB97M-V def2-TZVPD def2/J DEFGRID3
* xyz 4 1
C -0.49 6.56 -4.37
C -0.64 5.20 -4.76
C -0.98 4.92 -6.08
C -1.06 5.98 -6.99
N -0.86 7.24 -6.64
C -0.59 7.54 -5.36
C -0.49 4.09 -3.81
C -0.44 3.41 -2.79
C -0.86 2.78 -1.58
C -0.03 2.77 -0.44
C -0.41 1.97 0.65
C -1.63 1.26 0.51
C -2.59 1.44 -0.49
C -2.13 2.14 -1.62
Sn -0.63 -0.96 -0.15
P 2.16 -1.62 0.45
H -1.17 3.90 -6.38
H -0.30 6.82 -3.34
H -1.30 5.76 -8.06
H -0.45 8.61 -5.10
H -2.74 2.18 -2.54
H 0.90 3.37 -0.46
H -3.61 1.02 -0.46
H 0.27 1.86 1.51
C 2.62 -3.13 1.40
C 3.62 -4.12 0.76
H 1.64 -3.61 1.63
H 3.02 -2.76 2.37
H 3.81 -4.95 1.45
H 3.23 -4.55 -0.17
H 4.58 -3.63 0.56
C 2.56 -1.94 -1.35
C 3.33 -0.77 -1.95
H 1.59 -2.16 -1.87
H 3.16 -2.88 -1.40
H 3.25 -0.80 -3.05
H 2.96 0.22 -1.60
H 4.40 -0.83 -1.71
C 3.35 -0.37 1.12
C 4.78 -0.92 1.12
H 2.95 -0.15 2.14
H 3.26 0.55 0.53
H 5.49 -0.14 1.42
H 4.89 -1.76 1.82
H 5.08 -1.26 0.12
Br -2.81 0.02 1.95
P -2.20 -3.21 -1.73
C -0.45 -3.68 -1.89
C -0.21 -5.15 -2.33
H 0.09 -3.46 -0.93
H -0.03 -3.02 -2.69
H 0.85 -5.31 -2.58
H -0.45 -5.88 -1.55
H -0.80 -5.40 -3.21
C -2.76 -3.32 0.03
C -4.21 -3.89 0.08
H -2.74 -2.32 0.58
H -2.11 -4.05 0.60
H -4.62 -3.94 1.11
H -4.90 -3.26 -0.51
H -4.23 -4.89 -0.36
C -2.55 -1.72 -2.76
C -2.83 -1.90 -4.28
H -1.70 -1.01 -2.62
H -3.46 -1.25 -2.32
H -3.15 -0.95 -4.72
H -1.94 -2.21 -4.85
H -3.61 -2.63 -4.48
O 0.54 -0.07 2.72
C 0.28 0.33 3.89
C 1.27 0.99 4.87
C 0.77 2.37 5.27
C -0.01 2.41 6.63
C -1.37 1.70 6.46
C -1.10 0.26 5.96
N -0.94 0.23 4.49
H 1.32 0.27 5.72
H 2.25 1.06 4.39
H 1.62 3.06 5.39
H 0.10 2.80 4.52
H 0.58 1.91 7.43
H -0.18 3.48 6.93
H -1.91 1.70 7.42
H -1.96 2.24 5.71
H -0.19 -0.15 6.46
H -1.98 -0.35 6.25
H -1.77 -0.08 3.93
*
```

# C31H47CrNO2P2S2

A structure of composition C31H47CrNO2P2S2 in a non-equilibrium geometry (wB97M-V/def2-TZVPD, OMol25).

Values from the calculation:
Expectation value of S²: 3.8488
HOMO (alpha / beta): -11.150 / -11.347 eV
Largest force on an atom: 0.0728 Eh/bohr
ΔE to the lowest compared entry with this formula, charge and spin: 0.0 kJ/mol

Geometry as ORCA input:
```
! RIJCOSX wB97M-V def2-TZVPD def2/J DEFGRID3
* xyz 1 4
Cr 0.55 -0.05 0.75
C 2.30 0.57 1.80
C 1.13 1.04 2.50
C 1.14 -1.28 2.57
C 2.29 -0.87 1.84
C 0.39 -0.12 2.94
C 3.46 1.38 1.31
H 3.22 2.45 1.27
H 3.77 1.05 0.31
H 4.32 1.25 1.98
C 3.41 -1.76 1.42
H 4.06 -1.26 0.69
H 3.02 -2.68 0.96
H 4.02 -2.05 2.29
C 0.90 -2.63 3.14
H 1.09 -2.63 4.23
H 1.57 -3.38 2.69
H -0.14 -2.97 2.99
C -0.75 -0.13 3.92
H -0.36 -0.23 4.94
H -1.40 -0.99 3.74
H -1.34 0.79 3.87
C 0.90 2.42 3.02
H 1.27 2.51 4.06
H -0.16 2.69 3.03
H 1.44 3.18 2.43
C -0.65 2.84 -3.69
C 0.09 3.74 -3.02
C -0.44 5.08 -2.59
C -1.86 5.07 -1.96
C -2.26 3.84 -1.19
C -2.94 2.81 -1.73
C -3.22 2.71 -3.21
C -2.05 3.10 -4.16
H -0.45 5.76 -3.46
H -2.58 5.24 -2.77
H 0.27 5.53 -1.88
H -2.17 4.15 -4.44
H -0.18 1.93 -4.09
H 1.17 3.62 -2.90
H -2.19 2.51 -5.09
H -3.54 1.68 -3.44
H -3.45 2.09 -1.10
H -4.09 3.34 -3.47
H -1.92 5.93 -1.29
H -2.12 3.91 -0.11
P 0.47 1.07 -1.18
P -1.95 -0.27 0.51
C -1.03 0.46 -2.04
C -2.06 -0.42 -1.31
H -0.71 -0.02 -2.97
H -1.52 1.39 -2.31
H -3.08 -0.15 -1.60
H -1.90 -1.48 -1.57
C -2.81 -1.70 1.14
H -2.86 -1.65 2.24
H -2.26 -2.61 0.83
H -3.83 -1.71 0.73
C -2.87 1.15 1.17
H -3.87 1.20 0.71
H -2.34 2.09 1.01
H -2.99 0.99 2.25
C 1.90 1.04 -2.28
H 2.82 1.12 -1.69
H 1.85 1.88 -2.99
H 1.91 0.09 -2.83
C 0.43 2.66 -0.30
H -0.06 2.59 0.68
H -0.13 3.38 -0.89
H 1.44 3.06 -0.16
O -1.91 -6.10 0.34
S -0.95 -5.29 1.03
O -1.01 -5.22 2.47
N -0.84 -3.74 0.37
C 0.32 -3.47 -0.20
S 0.72 -1.92 -0.87
C 1.25 -4.59 -0.19
C 2.58 -4.68 -0.62
C 3.32 -5.83 -0.34
C 2.74 -6.89 0.38
C 1.41 -6.82 0.79
C 0.69 -5.66 0.51
H 3.00 -3.84 -1.19
H 4.35 -5.90 -0.69
H 3.34 -7.78 0.62
H 0.91 -7.63 1.32
*
```

# C7H9N

A cluster of 2 separate species, C7H9N in total in a non-equilibrium geometry (wB97M-V/def2-TZVPD, OMol25).

Values from the calculation:
HOMO: -8.367 eV
Largest force on an atom: 0.0823 Eh/bohr
SMILES: C=C=C=N.C=C=CC
ΔE to the lowest compared entry with this formula, charge and spin: 566.3 kJ/mol

Geometry as ORCA input:
```
! RIJCOSX wB97M-V def2-TZVPD def2/J DEFGRID3
* xyz 0 1
C 0.47 1.11 3.15
C 1.15 1.09 2.06
C 1.78 1.19 0.96
N 2.56 1.06 0.01
H -0.32 0.28 3.25
H 0.83 1.73 4.01
H 2.41 0.67 -0.86
C 0.20 -2.22 0.28
C -0.38 -1.15 -0.15
C -0.89 -0.16 -0.78
C -0.43 0.92 -1.73
H 0.11 -3.28 -0.11
H 0.75 -2.30 1.15
H -1.95 0.07 -0.38
H 0.42 0.44 -2.30
H -0.07 1.83 -1.19
H -1.35 1.14 -2.35
*
```

Number 1: E -10796.821349 Eh. Number 2: E -1295.758223 Eh. Number 3: E -1387.681847 Eh. Number 4: E -4864.686690 Eh. Number 5: E -3937.977378 Eh. Number 6: E -326.675267 Eh.